Entry 1:
The molecule C4H5N3O2 at a distorted geometry. Source: OMol25; level of theory: the ωB97M-V functional and the def2-TZVPD basis.

The geometry in XYZ format:
```
14
Properties=species:S:1:pos:R:3:forces:R:3
C 0.8015 -1.4689 0.3157 1.3 -1.9 -0.3
C 0.0255 -0.1362 0.0645 -0.9 -0.2 0.5
N -1.5953 -0.4159 0.0113 1.6 0.6 0.4
O -1.8939 -1.5369 -0.2265 -0.8 -1.5 -0.4
O -2.3270 0.5145 0.1824 -0.2 0.4 0.0
C 0.1896 0.7163 -1.1795 0.9 -1.6 -0.2
N 0.3956 1.9139 -0.8938 -0.2 2.0 0.3
C 0.2940 1.9776 0.5552 1.0 -1.0 -1.4
N 0.1418 0.8530 1.0924 0.0 -0.8 1.7
H 0.0537 -2.3878 0.4279 1.6 2.2 -0.5
H 1.4769 -1.4881 1.2624 -1.6 0.6 -1.4
H 1.6097 -1.7240 -0.5321 -2.2 0.7 1.5
H 0.2753 0.3250 -2.1764 -0.3 -0.1 -0.4
H 0.5526 2.8577 1.0963 -0.3 0.7 0.2
```
Forces are in eV/Å.

## Properties
HOMO-LUMO gap: 0.38006 Ha
Net charge: 0
Spin multiplicity: 1
Lowest unoccupied orbital energy: -0.4031 eV

=====

Entry 2:
A cluster of 2 separate species, C4H5N3O2 in total at a distorted geometry. Source: OMol25; level of theory: the ωB97M-V functional and the def2-TZVPD basis.

The geometry in XYZ format:
```
14
Properties=species:S:1:pos:R:3:forces:R:3
C -0.2316 -1.7618 -1.3147 -0.9 0.7 0.3
C 1.0513 1.4968 -0.8376 0.1 -0.4 0.2
C 1.3397 0.7413 0.0511 0.6 1.5 -1.0
C 1.7583 -0.0912 1.1394 -0.7 0.6 0.8
N -1.0770 -1.0193 -1.0379 2.8 -1.2 1.5
N -2.0445 -0.3260 -0.8106 -3.2 0.7 -2.3
N -2.4270 0.4043 0.2820 -0.1 0.7 -0.1
O -3.5896 0.7656 0.1878 0.7 -0.3 0.5
O -1.6335 0.7332 1.1319 0.3 -0.4 0.4
H 0.6665 -2.2603 -1.5485 0.3 -0.2 -0.3
H 0.7767 2.1423 -1.6314 -0.1 0.1 -0.1
H 1.4710 0.3691 2.0760 -0.3 0.3 0.3
H 1.1259 -0.9428 1.0442 0.1 -1.4 0.4
H 2.8136 -0.2512 1.2684 0.4 -0.5 -0.6
```
Forces are in eV/Å.

## Properties
HOMO-LUMO gap: 0.36191 Ha
Net charge: 0
Spin multiplicity: 1
Lowest unoccupied orbital energy: 0.0140 eV

=====

Entry 3:
A cluster of 2 separate species, C4H5N3O2 in total at a distorted geometry. Source: OMol25; level of theory: the ωB97M-V functional and the def2-TZVPD basis.

The geometry in XYZ format:
```
14
Properties=species:S:1:pos:R:3:forces:R:3
C -1.3935 1.0942 -1.0357 -0.2 0.0 -0.8
C -0.4590 0.0867 -1.0431 -0.6 0.2 0.1
C -0.5628 1.0656 0.9125 -0.1 0.4 -1.8
C 1.0624 -0.6494 0.9091 2.1 0.0 -1.6
N -1.3980 1.7286 0.1883 -0.5 -0.2 0.3
N 0.0709 0.0698 0.2303 0.5 -1.6 0.5
N 2.8081 0.3985 -0.1050 -2.6 -1.4 1.3
O 3.5749 -0.1980 -0.7982 0.4 0.5 0.0
O 2.5538 1.5658 0.0108 0.7 0.0 -0.4
H -2.1168 1.4348 -1.8135 1.1 -0.5 0.6
H -0.0932 -0.5900 -1.7703 0.0 -0.4 -0.6
H -0.1740 1.2689 1.8311 0.4 0.9 2.6
H 1.4063 -1.7520 0.9692 -1.3 1.9 -1.1
H 1.2793 -0.1279 1.8002 0.2 0.2 1.1
```
Forces are in eV/Å.

## Properties
HOMO-LUMO gap (alpha / beta): 0.30351 / 0.28020 Ha
Net charge: 0
Spin multiplicity: 1
Lowest unoccupied orbital energy (alpha / beta): -0.9176 / -1.0940 eV

=====

Calculated relative energy (zero: lowest compared OMol25 entry of this formula, charge and spin) (eV), listed in the same order as above: 6.132, 10.807, 7.114
Calculated E (Ha), listed in the same order as above: -470.014356, -469.842566, -469.978289